Entry 1:
The following is a quantum chemistry calculation of C31H52BrN4P3Zr as an isolated structure in a non-equilibrium geometry, from the OMol25 dataset.

Structure (XYZ):
```
92
C31H52BrN4P3Zr | the OMol25 dataset | ωB97M-V/def2-TZVPD
Zr -0.00572 1.16922 -1.09554
Br 1.05243 2.97416 -2.72688
P 0.77475 0.85065 1.32430
P 2.84299 0.63327 -1.91324
P -0.75611 -1.46089 -1.31017
N -6.12383 -1.97828 3.95983
N 1.94803 -0.59964 3.33281
N 2.00191 1.84886 3.56611
N -0.12218 0.63442 3.88278
C -6.38837 -1.96357 2.66147
C 3.98495 -0.75107 -1.47632
C 0.06780 -2.91833 -0.51042
C -5.94962 -0.93515 1.81426
C -4.93914 0.07767 3.76543
C -1.29099 2.75183 -2.00977
C 4.80657 2.71877 -2.36751
C -2.21763 2.23389 0.07772
C -3.14823 1.26133 -1.95011
C 1.50514 -3.18447 -0.93372
C -4.36041 0.99787 1.52054
C 0.65559 -0.61722 4.06407
C -5.10890 0.06719 2.35659
C -5.45090 -0.97765 4.52079
C 3.87700 2.07532 -1.33831
C 1.80176 -0.59566 1.88250
C -1.97335 -1.67147 -3.89928
C 1.83645 2.12648 2.12757
C -0.63135 0.77201 2.52840
C -4.44244 1.08386 0.16298
C -2.06759 1.83197 -2.67791
C -2.67630 -2.01312 0.78053
C -1.34275 3.08428 -0.65932
C 0.70271 1.80649 4.28076
C -0.81703 -2.14914 -3.02999
C 2.71770 0.56903 3.80984
C -3.29476 1.56808 -0.58674
C 4.09078 0.28300 -4.55980
C 5.48125 -0.52523 -1.69764
C 2.80982 0.48064 -3.76889
C -2.48309 -1.76433 -0.70971
H -4.35287 0.85879 4.24637
H 2.30085 1.38683 -4.12823
H -1.30629 -0.06142 2.28002
H -2.09760 -2.85744 1.17111
H 6.01842 -1.45741 -1.48977
H 1.58649 -3.40108 -2.00608
H -3.03836 -0.85834 -0.98220
H -0.76545 3.86760 -0.15129
H 5.73683 2.13478 -2.47164
H -5.31328 0.76338 -0.40930
H -3.82002 1.75884 2.09056
H 4.35881 2.84396 -3.36234
H 3.77826 -0.98063 -0.41924
H -2.22769 2.34106 1.15535
H 0.90615 1.72621 5.36707
H 0.87701 -0.70887 5.13880
H 1.37761 3.11617 1.99052
H 2.16275 -2.33606 -0.71320
H 5.88245 0.24281 -1.02919
H -3.73449 -2.22397 0.97731
H -1.91169 1.59526 -3.72172
H -0.55589 -3.79575 -0.75021
H 0.14183 2.72422 4.06524
H -6.18898 -0.98057 0.75448
H -0.82830 -3.24582 -2.93033
H 3.62960 -1.60435 -2.07233
H 5.09526 3.72239 -2.00927
H 1.36855 -1.54774 1.53975
H 4.82632 1.07198 -4.37520
H 3.85230 0.32974 -5.62972
H -3.85257 0.56368 -2.43386
H 1.89666 -4.05677 -0.39276
H 4.57382 -0.68302 -4.38454
H -2.93601 -1.69932 -3.38033
H -2.05163 -2.33138 -4.77349
H -1.20771 1.70055 2.46704
H -2.90406 -2.58863 -1.30275
H 4.48479 1.69695 -0.50058
H -0.00454 -2.76688 0.57600
H 3.18510 2.82066 -0.91590
H -2.43066 -1.11885 1.36557
H 2.78852 -0.47806 1.40506
H 2.81745 2.11855 1.62585
H -1.79770 -0.65312 -4.26855
H 0.14712 -1.88452 -3.49366
H -6.95090 -2.80574 2.25014
H 3.67873 0.57760 3.27893
H 0.05230 -1.47587 3.74041
H 2.87698 0.45451 4.89889
H 5.70166 -0.23717 -2.72777
H -5.29689 -1.02835 5.60165
H 2.10399 -0.34440 -3.95862
```

## Properties
LUMO (spin up / spin down), Ha: -0.5335 / -0.5334
Energy, eV: -138096.079
HOMO level (spin up / spin down), eV: -19.0 / -19.0
Maximum force, Eh/bohr: 0.0710
Net charge: +4


Entry 2:
The following is a quantum chemistry calculation of C31H52GaO3P2S as an isolated structure in a non-equilibrium geometry, from the OMol25 dataset.

Structure (XYZ):
```
90
C31H52GaO3P2S | the OMol25 dataset | ωB97M-V/def2-TZVPD
Ga -0.27414 0.21442 0.21476
S -1.33393 -1.85896 3.25558
P 0.75348 1.59821 1.92400
P -2.60117 -0.24831 -0.19045
O -0.59518 -1.54785 4.45067
O -2.72288 -1.47493 3.18972
O -0.63216 -1.39926 1.99656
C 2.21627 -2.11253 1.51368
C 1.94991 -0.32097 -3.19473
C -0.53150 2.53100 -2.81401
C -0.59041 4.74221 -1.69724
C 1.60930 -1.63974 0.25264
C 2.56665 1.81144 2.05305
C -3.57456 0.67611 1.03517
C -2.53233 -5.76755 3.25294
C -1.55641 -6.39896 4.02889
C 3.63591 -0.27784 -0.48203
C -1.35610 -3.67349 3.32644
C -2.45777 -4.42305 2.91351
C 0.35891 -1.59938 -1.69891
C -0.14067 -3.50008 -0.02924
C 1.97861 4.19121 -1.58929
C 0.89592 5.23264 -1.66343
C -1.64994 -7.86419 4.43020
C -0.18942 3.11545 2.29463
C 2.24319 -0.73966 -0.65550
C 1.54689 3.60345 -3.95680
C 0.49661 -2.23996 -0.42971
C -3.13380 -1.97837 0.04245
C -0.47461 -5.61599 4.43569
C 1.47194 -0.71158 -1.86270
C -0.36549 -4.27917 4.09815
C -0.53278 -2.03323 -2.80216
C -0.80448 3.25799 -1.71904
C 0.04899 3.16113 -4.04270
C 2.26882 3.41935 -2.65231
C 0.62341 0.89655 3.60547
C -3.45116 0.09409 -1.76062
H 3.83242 0.68624 -0.97293
H -4.23497 -1.92946 0.12862
H 1.16613 1.61874 4.25329
H 0.47049 -3.71178 4.47762
H 3.06397 1.87758 1.07430
H -2.96023 -0.45980 -2.58272
H -3.37431 -6.38486 2.93528
H -1.46889 -2.47589 -2.43446
H -0.05972 3.29508 3.38304
H 1.57288 4.67099 -4.22438
H -0.53849 -3.41053 0.99081
H 0.59502 -4.32428 -0.01804
H 2.09714 3.06398 -4.74064
H -1.26027 2.92335 2.09633
H -4.48934 -0.27966 -1.61427
H 2.47847 4.08464 -0.61990
H 0.99915 5.89804 -0.79381
H 2.74075 0.43929 -3.16314
H 2.32966 -1.24135 -3.68868
H 1.10916 -0.09161 3.64966
H -2.55316 -8.32746 4.01813
H 1.47653 -2.64128 2.13064
H 2.71715 2.73772 2.64472
H 1.13747 0.07938 -3.82091
H -1.09286 5.15440 -0.80873
H 1.04670 5.86030 -2.55618
H -4.61073 0.30006 0.91853
H -3.26667 -3.97277 2.35898
H -1.08232 5.22587 -2.55875
H 2.96283 0.94383 2.62782
H -3.43458 1.17840 -1.96366
H -3.21854 0.44664 2.05361
H -0.43193 0.81115 3.91141
H -2.83411 -2.60954 -0.81000
H -0.78389 -8.44367 4.07856
H 2.61646 -1.27592 2.11226
H -0.79285 -1.19949 -3.47503
H -3.51648 1.75855 0.81567
H -0.53926 4.04203 -4.34770
H -2.73435 -2.40305 0.97126
H -1.10559 2.78535 -0.77600
H -1.67633 -7.99074 5.52256
H -0.97037 -3.77016 -0.69344
H 0.28814 -6.09813 5.04486
H -0.04184 2.45145 -4.87890
H 4.31271 -1.04384 -0.90923
H 3.00173 2.60695 -2.61957
H 0.16742 3.95917 1.67867
H -0.63969 1.43997 -2.82181
H 3.05426 -2.80105 1.29470
H -0.01090 -2.80153 -3.40345
H 3.89161 -0.17834 0.58381
```

## Properties
LUMO (spin up / spin down), Ha: -0.1542 / -0.1542
Energy, eV: -120914.360
HOMO level (spin up / spin down), eV: -9.9 / -9.9
Maximum force, Eh/bohr: 0.0734
Net charge: +1


Entry 3:
The following is a quantum chemistry calculation of a 8-piece molecular cluster, C31H52N4O12 overall in a non-equilibrium geometry, from the OMol25 dataset.

Structure (XYZ):
```
99
C31H52N4O12 | the OMol25 dataset | ωB97M-V/def2-TZVPD
O -9.79400 -15.72500 9.74700
O -11.68100 -14.62200 8.90000
O -10.94300 -17.76200 2.63100
O -10.79300 -17.18800 0.53500
O -10.67100 -13.86500 3.50200
O -12.81800 -14.25800 3.75700
O -11.81800 -14.31700 1.77100
O -10.75200 -13.86700 10.67100
O -8.97400 -16.98800 1.88500
O -10.23600 -12.39800 7.73500
O -8.55200 -10.71600 7.26400
O -10.19300 -10.63700 9.12700
N -8.83300 -19.94400 7.14600
N -18.19600 -12.10000 7.53100
N -7.30400 -14.52300 4.81100
N -2.07300 -20.10800 9.72600
C -2.98300 -20.10300 7.26300
C -9.68800 -13.31100 6.79600
C -17.44200 -12.03300 6.71900
C -10.65000 -14.82500 9.74800
C -9.42000 -18.93600 7.22700
C -12.01000 -13.24500 10.55800
C -11.86200 -14.15900 3.01300
C -12.30000 -18.75900 -0.35200
C -12.26700 -16.51400 6.04700
C -10.54800 -14.02800 1.23200
C -10.19800 -17.27500 1.65400
C -7.33300 -19.41700 4.08700
C -9.60900 -11.22300 8.03600
C -14.09100 -13.86100 9.25600
C -9.74400 -13.65300 2.50300
C -16.48900 -12.00200 5.53400
C -15.35000 -14.18700 5.96600
C -16.13100 -13.33500 4.98700
C -6.62500 -16.90700 4.12900
C -4.47400 -20.11800 7.05400
C -12.12000 -17.51500 0.61300
C -7.72800 -17.95500 4.56500
C -7.02600 -15.55800 4.51600
C -11.28400 -17.66700 6.10500
C -12.53900 -13.56100 9.18700
C -2.46600 -20.13200 8.64800
C -10.71800 -12.80700 0.26900
C -12.28800 -17.89200 2.13200
C -10.16300 -17.73300 7.27000
C -9.66300 -9.39900 9.52000
C -5.26900 -18.90000 7.53300
H -12.63800 -18.90900 2.36000
H -14.33500 -14.63300 10.01000
H -11.19200 -13.21500 -0.62100
H -9.21100 -12.81400 5.96000
H -5.58200 -17.12500 4.44400
H -7.04500 -19.47800 3.01100
H -10.32300 -8.61000 9.12100
H -16.80900 -11.28300 4.77200
H -12.72100 -16.39800 5.10500
H -12.59500 -16.62500 0.38200
H -4.95300 -21.10500 7.21000
H -4.95100 -17.91200 7.25700
H -10.09500 -14.92200 0.70000
H -8.70100 -17.64000 4.24600
H -10.46300 -13.90700 6.27000
H -14.77500 -13.03700 9.33300
H -14.46500 -13.71800 6.34100
H -5.69000 -19.14900 8.50200
H -9.95500 -9.48100 10.58700
H -12.76000 -13.67900 11.21900
H -15.55700 -13.15600 4.07700
H -7.96600 -20.23200 4.49600
H -11.98800 -12.07300 10.61400
H -12.16700 -18.45300 -1.35700
H -12.50500 -12.63100 8.59200
H -16.14000 -14.56300 6.66800
H -11.19000 -11.99100 0.70200
H -6.49300 -19.65900 4.70700
H -10.71700 -17.66800 5.16300
H -14.40100 -14.39700 8.33200
H -11.84700 -15.52600 6.22900
H -6.19200 -19.02300 6.98100
H -8.59700 -9.28000 9.50900
H -8.92600 -13.88000 7.30500
H -9.25700 -12.67900 2.70000
H -2.51300 -19.20900 6.83500
H -9.40100 -16.91000 6.97400
H -10.59500 -17.64400 8.18000
H -6.47900 -16.89600 3.04000
H -13.01300 -16.54600 6.74000
H -13.18100 -19.36700 -0.42000
H -11.52100 -19.46300 -0.23700
H -8.81900 -14.30300 2.61300
H -7.69100 -17.90000 5.67200
H -13.01100 -17.22500 2.61500
H -4.52900 -20.17800 5.97000
H -17.07000 -13.83000 4.67200
H -2.66200 -21.05400 6.96100
H -15.54200 -11.59000 5.85400
H -15.18900 -15.00400 5.33800
H -9.61400 -12.56600 0.10600
H -11.86000 -18.54200 6.19700
```

## Properties
LUMO, Ha: 0.0079
Energy, eV: -63514.532
SMILES: C[C@H]1COC(=O)O1.C[C@H]1COC(=O)O1.C[C@H]1COC(=O)O1.COC(=O)OC.CCCC#N.CCCC#N.CCCC#N.CCCC#N
HOMO level, eV: -10.3
Maximum force, Eh/bohr: 0.1737
Net charge: 0


Look up the maximum force of the third one. 0.1737 Eh/bohr


The lowest net charge belongs to which entry? C31H52N4O12


Which of these has the highest net charge? C31H52BrN4P3Zr